Entry 1:
26
Properties=species:S:1:pos:R:3:nbo_charge:R:1 method="wB97M-V/def2-TZVPD" smiles=Cc1ccccc1.CCC orbital_gap_ev=10.004 e_lumo_ev=1.005 charge=0 e_above_lowest_ev=1.1063
C 2.158 -0.327 1.799 -0.6307
C 0.872 0.494 1.816 -0.0101
C 0.987 1.904 1.868 -0.2208
C -0.223 2.558 1.835 -0.2028
C -1.483 1.922 1.719 -0.2295
C -1.587 0.556 1.644 -0.2082
C -0.345 -0.138 1.748 -0.2149
H 2.004 -1.389 1.675 0.2170
H 2.623 -0.218 2.784 0.2161
H 2.736 0.138 1.011 0.2182
H 1.970 2.324 2.001 0.2186
H -0.403 3.616 2.009 0.2124
H -2.387 2.513 1.622 0.2107
H -2.349 -0.192 1.505 0.2232
H -0.442 -1.219 1.773 0.2006
C -0.667 0.073 -2.060 -0.6264
C -0.787 -1.197 -2.895 -0.4043
C 0.259 -2.273 -2.503 -0.6023
H -1.581 0.305 -1.514 0.2105
H 0.122 0.135 -1.317 0.2128
H -0.418 0.959 -2.655 0.2094
H -1.769 -1.632 -2.716 0.1979
H -0.686 -1.086 -3.976 0.1989
H 1.256 -1.956 -2.243 0.2047
H -0.150 -2.831 -1.649 0.1968
H 0.290 -3.038 -3.285 0.2019

Entry 2:
26
Properties=species:S:1:pos:R:3:nbo_charge:R:1 method="wB97M-V/def2-TZVPD" smiles=Cc1ccccc1.CCC orbital_gap_ev=10.045 e_lumo_ev=0.960 charge=0 e_above_lowest_ev=0.7923
C -0.908 -2.101 -0.512 -0.6362
C -0.180 -1.842 0.761 -0.0280
C 1.217 -1.769 0.812 -0.2094
C 1.848 -1.568 2.058 -0.1975
C 1.087 -1.412 3.179 -0.2322
C -0.293 -1.406 3.120 -0.2027
C -0.924 -1.708 1.932 -0.2040
H -2.005 -2.094 -0.375 0.2129
H -0.793 -3.118 -0.870 0.2223
H -0.739 -1.378 -1.314 0.2203
H 1.779 -1.756 -0.114 0.2087
H 2.916 -1.495 2.015 0.2108
H 1.674 -1.095 4.032 0.2126
H -0.872 -1.216 4.019 0.2133
H -2.005 -1.719 1.903 0.2083
C -1.079 3.053 -1.287 -0.6133
C -0.560 1.826 -2.031 -0.4005
C 0.987 1.938 -2.272 -0.6087
H -0.647 3.912 -1.829 0.1953
H -0.759 3.154 -0.265 0.2148
H -2.136 3.205 -1.501 0.2116
H -0.587 0.921 -1.421 0.1936
H -1.066 1.594 -2.966 0.1997
H 1.389 2.769 -1.681 0.2012
H 1.564 1.047 -2.075 0.2058
H 1.093 2.258 -3.319 0.2013

Entry 3:
26
Properties=species:S:1:pos:R:3:nbo_charge:R:1 method="wB97M-V/def2-TZVPD" smiles=CCc1ccccc1.CC orbital_gap_ev=10.028 e_lumo_ev=0.943 charge=0 e_above_lowest_ev=1.0303
C -3.455 0.842 -0.519 -0.6064
C -2.094 0.287 -0.993 -0.4212
C -1.149 0.247 0.192 -0.0001
C -0.538 1.388 0.703 -0.2153
C 0.133 1.403 1.922 -0.2103
C 0.289 0.240 2.656 -0.2224
C -0.132 -0.947 2.063 -0.2057
C -0.966 -0.904 0.955 -0.2209
H -3.476 0.831 0.559 0.2148
H -4.320 0.325 -0.923 0.2129
H -3.508 1.901 -0.780 0.2085
H -2.166 -0.743 -1.340 0.2080
H -1.612 0.914 -1.694 0.2120
H -0.490 2.325 0.154 0.2041
H 0.442 2.389 2.246 0.2118
H 0.884 0.206 3.558 0.2142
H -0.062 -1.849 2.656 0.2114
H -1.421 -1.817 0.584 0.2046
C 2.817 -1.249 -2.218 -0.6092
C 3.161 -0.529 -0.926 -0.6331
H 2.293 -0.581 -2.884 0.2109
H 3.698 -1.728 -2.642 0.1999
H 2.287 -2.117 -1.945 0.2082
H 3.670 0.435 -0.857 0.2072
H 3.525 -1.042 -0.034 0.2100
H 2.190 -0.225 -0.493 0.2061

Entry 4:
26
Properties=species:S:1:pos:R:3:nbo_charge:R:1 method="wB97M-V/def2-TZVPD" smiles=CCc1ccccc1.CC orbital_gap_ev=9.972 e_lumo_ev=0.984 charge=0 e_above_lowest_ev=0.4876
C 1.000 3.201 0.744 -0.6126
C 1.657 1.800 0.802 -0.4189
C 1.060 0.739 -0.094 -0.0117
C 1.468 -0.587 0.108 -0.2052
C 0.932 -1.588 -0.677 -0.2111
C 0.068 -1.311 -1.727 -0.2222
C -0.243 0.007 -2.024 -0.2074
C 0.257 1.008 -1.194 -0.2211
H 1.015 3.606 1.751 0.2168
H -0.054 3.066 0.485 0.2058
H 1.460 3.817 -0.023 0.2107
H 2.712 1.877 0.533 0.2139
H 1.634 1.432 1.826 0.2099
H 2.237 -0.834 0.832 0.2095
H 1.227 -2.621 -0.565 0.2106
H -0.433 -2.122 -2.239 0.2120
H -1.012 0.235 -2.752 0.2137
H 0.028 2.046 -1.385 0.2071
C -2.165 -2.271 1.089 -0.6110
C -2.854 -1.146 1.864 -0.6071
H -2.653 -3.230 1.221 0.2004
H -2.323 -2.109 0.015 0.2009
H -1.090 -2.333 1.201 0.2101
H -2.739 -0.215 1.323 0.2044
H -2.477 -1.020 2.871 0.2013
H -3.919 -1.366 1.937 0.2013

Entry 5:
26
Properties=species:S:1:pos:R:3:mulliken_spin:R:1 method="wB97M-V/def2-TZVPD" multiplicity=2 orbital_gap_ev="9.649 / 5.811" e_lumo_ev="-4.539 / -8.379" charge=+1 e_above_lowest_ev=0.2722 s2=0.77
C 0.514 2.357 4.097 0.0206
C 0.931 0.554 0.179 0.1555
C -0.309 0.529 0.890 0.2000
C 1.975 1.251 0.698 0.0125
C -0.462 1.149 2.145 0.0150
C 1.825 1.851 1.975 0.3010
C 0.581 1.835 2.693 0.2132
H 1.009 0.097 -0.800 0.0018
H -1.117 -0.037 0.453 0.0334
H 2.862 1.410 0.106 0.0063
H -1.422 1.064 2.633 0.0043
H 2.676 2.320 2.461 -0.0015
H 0.922 1.598 4.776 0.0275
H -0.496 2.675 4.361 0.0030
H 1.154 3.237 4.240 0.0044
C -0.827 -2.400 -2.346 -0.0020
C -1.661 -1.143 -2.144 0.0037
C -0.387 -2.579 -3.821 0.0001
H 0.073 -2.361 -1.731 0.0011
H -1.416 -3.273 -2.079 0.0000
H -2.199 -1.110 -1.203 -0.0005
H -1.185 -3.071 -4.361 0.0000
H -0.207 -1.618 -4.275 -0.0001
H -2.327 -0.937 -2.978 0.0003
H -1.049 -0.260 -2.099 0.0005
H 0.542 -3.139 -3.868 0.0000

Entry 6:
26
Properties=species:S:1:pos:R:3:mulliken_spin:R:1 method="wB97M-V/def2-TZVPD" multiplicity=2 orbital_gap_ev="8.980 / 5.133" e_lumo_ev="-4.464 / -8.310" charge=+1 e_above_lowest_ev=0.9375 s2=0.77
C 0.536 1.707 3.427 0.0003
C 0.957 0.593 4.440 0.0000
C -0.477 2.748 4.011 0.0000
H 1.375 2.368 3.162 0.0000
H 0.135 1.334 2.469 -0.0003
H 0.202 0.524 5.200 0.0000
H -1.185 2.243 4.670 0.0000
H 0.052 3.603 4.423 0.0000
H -0.950 3.234 3.164 0.0000
H 0.889 -0.377 3.936 0.0000
H 1.994 0.801 4.675 0.0000
C -1.664 -2.728 -2.288 0.0182
C 0.979 0.531 -1.781 0.3038
C -0.130 0.447 -0.968 0.0132
C 1.287 -0.422 -2.831 0.0809
C -0.989 -0.587 -1.204 0.1880
C 0.362 -1.399 -3.086 0.0843
C -0.781 -1.543 -2.236 0.2238
H 1.832 1.155 -1.519 0.0078
H -0.371 1.140 -0.186 0.0051
H 2.295 -0.394 -3.236 0.0044
H -1.906 -0.651 -0.614 0.0038
H 0.406 -1.928 -4.032 0.0021
H -2.435 -2.761 -1.493 -0.0024
H -1.049 -3.590 -2.005 0.0405
H -2.125 -2.894 -3.258 0.0265

Entry 7:
37
Properties=species:S:1:pos:R:3:mulliken_spin:R:1 method="wB97M-V/def2-TZVPD" multiplicity=2 orbital_gap_ev="6.732 / 5.157" e_lumo_ev="2.560 / 1.038" charge=-1 e_above_lowest_ev=0.5762 s2=0.76
Au 0.400 -2.242 0.271 0.0146
O -0.861 -0.130 2.259 0.0033
N -1.053 -0.933 3.254 -0.0016
C -0.964 -0.434 4.516 0.0032
C -1.177 -1.201 5.630 -0.0021
C -1.486 -2.553 5.468 0.0033
C -1.552 -3.059 4.191 -0.0053
C -1.336 -2.270 3.052 0.0063
S -1.495 -2.949 1.458 -0.0006
H -0.721 0.617 4.539 0.0002
H -1.096 -0.741 6.606 -0.0001
H -1.659 -3.193 6.323 0.0002
H -1.767 -4.104 4.015 -0.0001
Se 1.703 -2.410 -1.838 0.0840
Se 3.672 -1.237 -1.655 0.1390
Se 4.005 -0.521 0.591 0.3354
Se 2.074 -0.703 1.679 0.4093
C 0.334 0.008 -4.624 0.0027
N 0.507 0.945 -3.534 0.0002
C 1.242 2.141 -3.892 -0.0003
C -0.561 1.025 -2.643 -0.0013
O -1.629 0.471 -2.863 0.0001
N -0.320 1.753 -1.501 0.0016
C 1.000 1.826 -0.901 -0.0063
C -1.418 1.896 -0.560 0.0004
H 1.317 -0.227 -5.039 0.0006
H -0.305 0.412 -5.421 0.0001
H -0.113 -0.906 -4.245 -0.0014
H 0.848 2.581 -4.820 0.0000
H 2.300 1.912 -4.048 0.0015
H 1.165 2.888 -3.108 -0.0010
H 1.715 1.242 -1.475 0.0010
H 0.960 1.404 0.104 0.0098
H 1.355 2.861 -0.825 0.0035
H -2.357 1.883 -1.100 -0.0001
H -1.310 2.855 -0.044 0.0002
H -1.418 1.091 0.179 -0.0003

Entry 8:
31
Properties=species:S:1:pos:R:3:nbo_charge:R:1 method="wB97M-V/def2-TZVPD" orbital_gap_ev=3.475 e_lumo_ev=2.570 charge=-1 e_above_lowest_ev=0.0000
C -0.045 0.646 -3.001 -1.1748
C -0.300 -0.067 -4.139 -0.2409
C -0.616 -1.440 -4.186 -0.4082
C -0.785 -2.259 -3.040 -0.2473
C -0.685 -1.824 -1.759 -1.1334
Be -0.056 -0.305 -1.629 1.4552
P -0.330 2.091 -0.506 0.0446
H 0.182 1.719 -3.114 0.1465
H -0.283 0.426 -5.117 0.1451
H -0.809 -1.894 -5.166 0.1604
H -0.844 -2.546 -0.951 0.1387
H -1.046 -3.307 -3.271 0.1413
H -1.417 2.667 0.230 -0.0466
H -0.230 3.162 -1.440 0.0076
H 0.729 2.570 0.321 -0.0545
C -1.723 -0.807 1.264 -0.4161
N -0.600 -0.320 2.034 -0.3807
C -0.717 0.219 3.299 -0.0630
C 0.521 0.616 3.692 -0.0925
N 1.390 0.312 2.654 -0.3803
C 2.801 0.619 2.655 -0.4214
C 0.707 -0.247 1.598 0.2458
Se 1.533 -0.680 0.003 -0.2188
H -1.913 -0.181 0.379 0.2528
H -2.605 -0.781 1.917 0.1905
H -1.553 -1.837 0.930 0.2446
H -1.670 0.279 3.801 0.2223
H 0.863 1.087 4.594 0.2196
H 2.968 1.695 2.781 0.2017
H 3.306 0.085 3.468 0.1966
H 3.226 0.302 1.700 0.2654

Entry 9:
31
Properties=species:S:1:pos:R:3:nbo_charge:R:1 method="wB97M-V/def2-TZVPD" orbital_gap_ev=4.382 e_lumo_ev=3.093 charge=-1 e_above_lowest_ev=2.0295
Ga 1.672 -0.305 0.596 1.4670
Cl 1.129 -2.402 0.555 -0.5581
Cl 2.132 1.050 2.193 -0.5399
C 2.574 0.192 -0.936 -1.0087
H 3.128 1.137 -0.988 0.2313
H 3.021 -0.594 -1.533 0.2213
C -0.187 0.596 -0.687 -0.7202
C 1.007 0.462 -1.476 -0.2794
H -0.246 0.449 0.419 0.2081
C 0.791 -0.503 -2.664 -0.4107
H 1.068 1.477 -1.929 0.1461
C -0.444 -0.077 -3.458 -0.4048
H 1.703 -0.432 -3.247 0.1747
H 0.658 -1.528 -2.289 0.1958
C -1.644 0.098 -2.543 -0.4027
H -0.209 0.878 -3.924 0.1804
H -0.649 -0.802 -4.253 0.1824
C -1.314 1.137 -1.452 -0.4037
H -2.544 0.399 -3.086 0.1656
H -1.848 -0.870 -2.055 0.1971
H -0.925 2.057 -1.903 0.1458
H -2.192 1.386 -0.845 0.1953
N -0.330 -1.342 3.272 -0.3354
C -0.610 -1.192 4.594 -0.0663
C -1.071 0.110 4.731 -0.3565
C -1.041 0.673 3.451 -0.0487
N -0.606 -0.226 2.548 -0.2476
H 0.115 -2.125 2.802 0.4341
H -0.482 -1.991 5.298 0.2083
H -1.385 0.599 5.647 0.2145
H -1.269 1.693 3.161 0.2150

Number 1: maximum force 3.23 eV/Å. Number 2: maximum force 2.66 eV/Å. Number 3: maximum force 2.90 eV/Å. Number 4: maximum force 1.39 eV/Å. Number 5: maximum force 1.66 eV/Å. Number 6: maximum force 2.77 eV/Å. Number 7: maximum force 0.37 eV/Å. Number 8: maximum force 1.38 eV/Å. Number 9: maximum force 4.22 eV/Å.